A) Computed, not measured: a gas-phase ion, C2H5N2 (charge +1), with ωB97M-V/def2-TZVPD.

Calculated values
charge	+1
HOMO energy (alpha / beta)	-15.7 / -15.7	eV
M	57.08	u
HOMO-LUMO gap (alpha / beta)	9.39 / 9.39	eV

CARTESIAN COORDINATES (ANGSTROEM)
C (-1.00, 1.38, 1.53)
C (0.36, -1.02, -0.61)
N (-0.26, 1.01, 0.41)
N (0.57, 0.30, -0.15)
H (-1.82, 1.91, 1.56)
H (1.20, -1.56, -0.41)
H (-0.56, -1.42, -0.25)
H (-0.05, -1.19, -1.69)
H (1.58, 0.59, -0.37)

Atom charges from the Mulliken analysis, given in e for atoms 1 to 6: 0.04 -0.69 -0.18 0.14 0.35 0.35

=====

B) Computed, not measured: a gas-phase ion, C2H5N2 (charge +1), with ωB97M-V/def2-TZVPD.

Calculated values
charge	+1
HOMO energy	-15.9	eV
M	57.08	u
HOMO-LUMO gap	9.90	eV

CARTESIAN COORDINATES (ANGSTROEM)
C (0.71, 0.75, 0.10)
C (-0.96, -0.86, 0.15)
N (1.52, -0.15, 0.32)
N (-0.60, 0.28, -0.29)
H (0.91, 1.76, 0.11)
H (-0.10, -1.28, 0.66)
H (-1.85, -1.36, -0.28)
H (2.48, -0.09, 0.38)
H (-1.09, 1.02, -0.83)

Atom charges from the Mulliken analysis, given in e for atoms 1 to 6: -0.08 -0.14 -0.44 -0.02 0.44 0.35

=====

C) Computed, not measured: 2 unconnected molecules or ions with the total composition C2H5N2, with ωB97M-V/def2-TZVPD.

Calculated values
charge	+1
HOMO energy	-16.3	eV
M	57.08	u
HOMO-LUMO gap	11.22	eV

CARTESIAN COORDINATES (ANGSTROEM)
C (-0.27, -0.05, -0.16)
C (1.05, 0.66, -0.09)
N (0.74, -0.82, -0.26)
N (-1.56, -0.10, -0.07)
H (1.57, 1.27, -0.82)
H (0.97, 1.07, 0.86)
H (1.22, -1.93, 0.44)
H (-2.13, 0.68, 0.05)
H (-2.06, -1.04, 0.24)

Atom charges from the Mulliken analysis, given in e for atoms 1 to 6: 0.54 -0.38 -0.45 -0.36 0.31 0.27

=====

The energy of each structure relative to the most stable one, in hartree, is as follows: A) 0.1370; B) 0.0000; C) 0.0599.

=====

A) Computed, not measured: 2 unconnected molecules or ions with the total composition CH4N4S, with ωB97M-V/def2-TZVPD.

Calculated values
charge	0
HOMO energy	-9.1	eV
M	104.14	u
HOMO-LUMO gap	9.74	eV

CARTESIAN COORDINATES (ANGSTROEM)
C (1.23, 0.45, -0.80)
N (-2.62, -1.21, -1.58)
N (-2.57, -0.56, -0.65)
N (0.83, -0.39, -0.04)
N (1.10, -0.29, 1.28)
S (-2.47, 0.31, 0.60)
H (1.79, 1.33, -0.47)
H (0.81, 0.46, -1.79)
H (0.55, -0.79, 1.96)
H (1.34, 0.68, 1.50)

Atom charges from the Mulliken analysis, given in e for atoms 1 to 6: -0.38 -0.17 0.25 -0.10 -0.45 -0.09

=====

B) Computed, not measured: a molecular structure, CH4N4S, with ωB97M-V/def2-TZVPD.

Calculated values
charge	0
HOMO energy (alpha / beta)	-8.0 / -7.6	eV
M	104.14	u
HOMO-LUMO gap (alpha / beta)	7.14 / 6.63	eV

CARTESIAN COORDINATES (ANGSTROEM)
C (-0.96, -0.23, -0.16)
N (0.38, 1.59, -0.10)
N (-0.73, 1.15, 0.29)
N (0.34, -1.00, 0.00)
N (1.36, -0.02, 0.16)
S (2.88, -0.40, 0.21)
H (-1.88, -0.61, 0.29)
H (-1.19, -0.21, -1.21)
H (-0.81, 1.44, 1.28)
H (0.60, -1.72, -0.76)

Atom charges from the Mulliken analysis, given in e for atoms 1 to 6: -0.29 -0.42 0.03 -0.25 -0.04 -0.16

=====

The energy of each structure relative to the most stable one, in hartree, is as follows: A) 0.0000; B) 0.1248.

=====

A) Computed, not measured: a molecular structure, C5H5O4P, with ωB97M-V/def2-TZVPD.

Calculated values
charge	-2
HOMO energy	0.8	eV
M	160.07	u
HOMO-LUMO gap	5.19	eV

CARTESIAN COORDINATES (ANGSTROEM)
C (-1.31, 1.37, 0.34)
C (0.00, 0.43, 1.80)
C (-0.68, 0.67, -0.50)
C (0.48, -0.21, 0.78)
C (-0.64, 0.49, -1.96)
O (1.26, -2.40, -0.81)
O (3.04, -1.19, 0.40)
O (1.18, -2.52, 1.72)
O (-0.97, 1.40, 1.66)
P (1.59, -1.75, 0.46)
H (-2.09, 2.06, 0.17)
H (0.26, 0.25, 2.83)
H (0.19, -0.06, -2.25)
H (-1.55, -0.08, -2.22)
H (-0.76, 1.53, -2.43)

Atom charges from the Mulliken analysis, given in e for atoms 1 to 6: -0.62 -0.11 0.47 -0.32 -1.06 -0.76

=====

B) Computed, not measured: a gas-phase ion, C5H5O4P (charge -2), with ωB97M-V/def2-TZVPD.

Calculated values
charge	-2
HOMO energy	0.6	eV
M	160.07	u
HOMO-LUMO gap	5.48	eV

CARTESIAN COORDINATES (ANGSTROEM)
C (1.65, 1.15, 0.01)
C (-0.55, 1.68, -0.23)
C (1.23, -0.04, -0.12)
C (-0.78, 0.40, -0.23)
C (1.65, -1.47, 0.09)
O (-2.38, -1.87, -0.82)
O (-2.43, -0.74, 1.55)
O (-3.27, 0.58, -0.40)
O (0.73, 2.16, -0.08)
P (-2.40, -0.59, 0.02)
H (2.54, 1.65, 0.24)
H (-1.34, 2.52, -0.37)
H (2.10, -1.57, 1.02)
H (0.86, -2.11, 0.01)
H (2.39, -1.75, -0.69)

Atom charges from the Mulliken analysis, given in e for atoms 1 to 6: -0.52 0.08 0.27 -0.36 -1.16 -0.80

=====

The energy of each structure relative to the most stable one, in hartree, is as follows: A) 0.0000; B) 0.0232.

=====

A) Computed, not measured: 15 unconnected molecules or ions with the total composition C40H120N10O15, with ωB97M-V/def2-TZVPD.

Calculated values
charge	0
HOMO energy	-8.8	eV
M	981.45	u
HOMO-LUMO gap	9.18	eV

CARTESIAN COORDINATES (ANGSTROEM)
C (5.42, -25.22, 19.83)
C (5.04, -23.84, 19.28)
C (6.01, -23.54, 18.15)
O (7.28, -23.51, 18.57)
C (8.25, -23.76, 17.55)
N (3.61, -23.82, 18.94)
H (4.83, -25.53, 20.73)
H (6.49, -25.18, 20.05)
H (5.06, -25.95, 19.08)
H (5.15, -23.10, 20.08)
H (5.68, -22.55, 17.66)
H (5.84, -24.30, 17.37)
H (8.44, -22.76, 17.09)
H (8.01, -24.64, 16.98)
H (9.14, -24.02, 18.17)
H (3.46, -24.27, 18.08)
H (3.14, -22.89, 18.82)
C (-0.85, -24.61, 20.24)
C (0.65, -24.30, 20.34)
C (0.85, -22.96, 21.00)
O (0.46, -21.86, 20.19)
C (0.65, -20.62, 20.87)
N (1.21, -25.34, 21.22)
H (-1.19, -24.52, 21.24)
H (-1.01, -25.66, 19.93)
H (-1.35, -23.79, 19.69)
H (1.21, -24.39, 19.38)
H (1.91, -23.05, 21.24)
H (0.30, -23.17, 21.91)
H (1.65, -20.35, 21.12)
H (0.05, -20.66, 21.79)
H (0.26, -19.86, 20.22)
H (1.27, -25.10, 22.25)
H (2.14, -25.50, 20.86)
C (4.73, -17.23, 12.20)
C (3.47, -16.77, 12.91)
C (3.30, -15.27, 13.08)
O (2.11, -15.13, 13.79)
C (1.71, -13.74, 13.94)
N (2.33, -17.23, 12.16)
H (4.86, -18.32, 12.20)
H (5.64, -16.79, 12.52)
H (4.67, -17.02, 11.13)
H (3.50, -17.17, 13.90)
H (3.34, -14.77, 12.07)
H (4.20, -14.91, 13.57)
H (0.75, -13.72, 14.33)
H (1.64, -13.39, 12.90)
H (2.40, -13.00, 14.38)
H (2.56, -18.12, 11.79)
H (1.58, -17.28, 12.85)
C (0.19, -16.64, 16.22)
C (-0.61, -17.76, 15.52)
C (-1.92, -18.04, 16.25)
O (-2.50, -19.19, 15.70)
C (-2.05, -20.36, 16.36)
N (-0.86, -17.53, 14.09)
H (1.06, -16.36, 15.66)
H (0.34, -16.86, 17.28)
H (-0.41, -15.70, 16.21)
H (-0.04, -18.68, 15.59)
H (-2.63, -17.22, 16.05)
H (-1.88, -18.27, 17.34)
H (-2.65, -21.17, 15.93)
H (-2.27, -20.30, 17.43)
H (-0.99, -20.61, 16.22)
H (-1.42, -16.68, 13.99)
H (-1.46, -18.25, 13.72)
C (-5.88, -21.30, 11.86)
C (-4.54, -21.86, 12.30)
C (-3.71, -22.34, 11.11)
O (-2.47, -22.93, 11.55)
C (-1.64, -23.25, 10.51)
N (-3.83, -20.95, 13.16)
H (-6.41, -22.04, 11.29)
H (-5.81, -20.31, 11.35)
H (-6.43, -21.05, 12.76)
H (-4.73, -22.70, 12.98)
H (-3.45, -21.42, 10.42)
H (-4.31, -23.07, 10.42)
H (-1.93, -24.09, 9.88)
H (-0.61, -23.50, 10.88)
H (-1.65, -22.39, 9.83)
H (-3.66, -19.99, 12.98)
H (-3.03, -21.30, 13.67)
C (3.92, -30.06, 15.11)
C (3.97, -29.19, 13.90)
C (3.06, -29.87, 12.88)
O (3.64, -31.10, 12.30)
C (2.92, -32.22, 12.61)
N (3.45, -27.85, 14.21)
H (4.76, -29.83, 15.78)
H (4.04, -31.08, 14.76)
H (2.98, -29.81, 15.58)
H (5.03, -29.06, 13.54)
H (2.88, -29.27, 12.00)
H (2.05, -29.97, 13.32)
H (3.43, -33.05, 12.11)
H (1.88, -32.24, 12.26)
H (2.96, -32.46, 13.68)
H (3.48, -27.15, 13.49)
H (2.50, -27.87, 14.62)
C (-2.45, -18.68, 9.72)
C (-1.17, -18.25, 9.01)
C (-0.29, -17.34, 9.85)
O (-1.00, -16.17, 10.09)
C (-0.28, -15.27, 10.97)
N (-0.37, -19.45, 8.72)
H (-3.13, -19.27, 9.05)
H (-3.06, -17.77, 10.03)
H (-2.06, -19.21, 10.55)
H (-1.39, -17.69, 8.11)
H (0.63, -17.13, 9.29)
H (0.06, -17.85, 10.79)
H (-0.90, -14.37, 11.10)
H (0.76, -15.06, 10.69)
H (-0.19, -15.74, 11.94)
H (-0.83, -20.30, 9.06)
H (-0.28, -19.58, 7.73)
C (6.51, -25.16, 11.95)
C (7.15, -24.91, 13.34)
C (8.47, -24.14, 13.11)
O (9.11, -23.87, 14.35)
C (10.16, -22.99, 14.26)
N (6.29, -24.21, 14.24)
H (5.66, -25.83, 12.08)
H (7.21, -25.62, 11.29)
H (6.19, -24.22, 11.48)
H (7.45, -25.86, 13.78)
H (8.23, -23.22, 12.57)
H (9.10, -24.69, 12.40)
H (10.77, -23.02, 15.20)
H (9.92, -21.94, 14.33)
H (10.74, -23.23, 13.38)
H (6.72, -23.92, 15.11)
H (5.90, -23.30, 13.82)
C (1.30, -22.61, 7.76)
C (2.08, -22.37, 9.02)
C (2.99, -23.57, 9.42)
O (2.15, -24.57, 9.91)
C (2.75, -25.61, 10.64)
N (2.96, -21.25, 8.86)
H (1.94, -22.98, 6.95)
H (0.78, -21.68, 7.45)
H (0.64, -23.44, 7.87)
H (1.38, -22.17, 9.89)
H (3.70, -23.27, 10.21)
H (3.61, -23.89, 8.50)
H (3.74, -25.34, 11.01)
H (2.83, -26.51, 9.99)
H (2.12, -25.79, 11.54)
H (3.69, -21.37, 8.16)
H (2.37, -20.45, 8.67)
C (1.71, -23.96, 13.64)
C (2.55, -22.79, 14.02)
C (1.66, -21.54, 14.16)
O (1.20, -21.15, 12.83)
C (-0.03, -20.51, 12.71)
N (3.14, -23.00, 15.38)
H (1.40, -23.85, 12.58)
H (0.95, -24.17, 14.39)
H (2.32, -24.84, 13.72)
H (3.33, -22.65, 13.27)
H (2.20, -20.71, 14.64)
H (0.81, -21.86, 14.78)
H (-0.79, -21.00, 13.32)
H (-0.45, -20.63, 11.70)
H (0.18, -19.46, 13.01)
H (3.83, -22.25, 15.55)
H (3.67, -23.87, 15.24)
O (5.75, -21.31, 13.05)
H (5.92, -20.62, 13.70)
H (4.96, -21.00, 12.54)
O (3.54, -20.74, 11.62)
H (3.58, -20.77, 10.64)
H (2.59, -20.75, 11.82)
O (4.28, -25.84, 15.99)
H (4.07, -26.72, 15.55)
H (4.97, -25.42, 15.39)
O (0.86, -23.37, 17.23)
H (0.78, -22.83, 18.03)
H (1.63, -22.97, 16.81)
O (1.61, -26.45, 16.48)
H (2.49, -26.07, 16.65)
H (1.02, -25.77, 16.87)

Atom charges from the Mulliken analysis, given in e for atoms 1 to 6: -1.41 -0.09 0.80 -0.42 -0.74 0.11

=====

B) Computed, not measured: 15 unconnected molecules or ions with the total composition C40H120N10O15, with ωB97M-V/def2-TZVPD.

Calculated values
charge	0
HOMO energy	-8.6	eV
M	981.46	u
HOMO-LUMO gap	8.83	eV

CARTESIAN COORDINATES (ANGSTROEM)
O (0.41, -3.25, -4.61)
H (0.97, -2.47, -4.43)
H (-0.39, -2.88, -5.00)
O (-1.75, -5.10, -4.62)
H (-2.05, -5.51, -3.81)
H (-2.55, -4.69, -4.99)
O (-4.43, -5.46, -0.08)
H (-4.05, -4.73, 0.48)
H (-5.35, -5.53, 0.17)
O (-4.33, -5.94, -2.76)
H (-3.61, -6.57, -2.86)
H (-4.23, -5.59, -1.84)
O (0.11, -5.97, 0.54)
H (-0.81, -6.19, 0.71)
H (0.42, -6.65, -0.07)
C (-4.11, 0.01, -3.55)
C (-4.96, -1.16, -3.07)
C (-5.85, -0.91, -1.87)
O (-6.49, -2.13, -1.57)
C (-7.32, -2.07, -0.45)
N (-5.69, -1.70, -4.24)
H (-4.66, 0.91, -3.87)
H (-3.52, -0.30, -4.41)
H (-3.49, 0.37, -2.73)
H (-4.33, -1.99, -2.76)
H (-6.61, -0.13, -2.03)
H (-5.24, -0.58, -1.02)
H (-7.58, -3.06, -0.08)
H (-8.20, -1.43, -0.59)
H (-6.81, -1.64, 0.42)
H (-6.20, -2.53, -3.96)
H (-6.42, -1.00, -4.42)
C (0.98, 3.08, 2.96)
C (1.34, 1.85, 3.78)
C (1.40, 0.55, 3.05)
O (1.68, -0.48, 3.97)
C (1.55, -1.76, 3.39)
N (2.62, 2.10, 4.46)
H (1.71, 3.14, 2.16)
H (0.99, 3.94, 3.63)
H (-0.04, 3.01, 2.56)
H (0.62, 1.69, 4.60)
H (2.17, 0.48, 2.26)
H (0.51, 0.33, 2.44)
H (0.49, -1.98, 3.25)
H (2.06, -2.49, 4.01)
H (1.95, -1.80, 2.36)
H (2.52, 2.82, 5.17)
H (2.83, 1.27, 5.02)
C (3.23, -1.76, -2.96)
C (2.98, -0.46, -3.71)
C (4.15, 0.05, -4.54)
O (5.25, 0.33, -3.71)
C (6.35, 0.93, -4.34)
N (1.76, -0.56, -4.55)
H (4.09, -1.68, -2.29)
H (3.32, -2.60, -3.65)
H (2.42, -1.78, -2.23)
H (2.82, 0.39, -3.03)
H (3.88, 0.95, -5.10)
H (4.48, -0.71, -5.27)
H (7.21, 0.92, -3.66)
H (6.16, 1.97, -4.62)
H (6.59, 0.33, -5.23)
H (2.07, -0.85, -5.48)
H (1.41, 0.38, -4.69)
C (-4.47, -7.87, 5.03)
C (-3.98, -6.52, 4.55)
C (-2.49, -6.33, 4.80)
O (-1.97, -5.21, 4.12)
C (-0.55, -5.21, 4.04)
N (-4.30, -6.44, 3.11)
H (-3.98, -8.69, 4.49)
H (-5.51, -8.00, 4.71)
H (-4.43, -8.06, 6.10)
H (-4.52, -5.67, 4.99)
H (-2.02, -7.25, 4.42)
H (-2.25, -6.31, 5.87)
H (-0.21, -4.30, 3.54)
H (-0.18, -6.01, 3.39)
H (-0.18, -5.17, 5.06)
H (-3.90, -5.55, 2.80)
H (-3.65, -7.10, 2.66)
C (-1.91, -2.82, -1.82)
C (-0.69, -2.38, -1.04)
C (-0.70, -0.89, -0.82)
O (0.59, -0.53, -0.32)
C (0.90, 0.84, -0.52)
N (-0.80, -3.02, 0.29)
H (-1.87, -2.51, -2.87)
H (-2.88, -2.58, -1.40)
H (-2.00, -3.91, -1.91)
H (0.22, -2.67, -1.56)
H (-1.43, -0.56, -0.07)
H (-0.88, -0.43, -1.80)
H (0.24, 1.45, 0.10)
H (0.77, 1.17, -1.56)
H (1.93, 0.96, -0.20)
H (-0.35, -3.94, 0.29)
H (-0.15, -2.54, 0.92)
C (-4.90, -3.02, 3.50)
C (-3.88, -2.57, 2.46)
C (-2.75, -1.76, 3.08)
O (-3.22, -0.53, 3.61)
C (-2.32, 0.03, 4.53)
N (-3.31, -3.77, 1.81)
H (-5.56, -2.19, 3.76)
H (-4.41, -3.30, 4.44)
H (-5.50, -3.86, 3.16)
H (-4.35, -1.98, 1.67)
H (-2.02, -1.52, 2.30)
H (-2.25, -2.38, 3.83)
H (-1.65, 0.76, 4.04)
H (-1.65, -0.66, 5.05)
H (-2.85, 0.57, 5.32)
H (-2.67, -4.22, 2.48)
H (-2.60, -3.49, 1.10)
C (6.43, 0.44, 4.57)
C (6.81, 0.54, 3.12)
C (5.63, 0.22, 2.18)
O (6.02, 0.40, 0.84)
C (4.99, 0.01, -0.05)
N (7.40, 1.86, 2.82)
H (5.92, -0.50, 4.82)
H (5.76, 1.23, 4.90)
H (7.30, 0.44, 5.24)
H (7.63, -0.15, 2.92)
H (4.79, 0.89, 2.42)
H (5.27, -0.80, 2.37)
H (4.02, 0.43, 0.21)
H (4.92, -1.09, -0.08)
H (5.24, 0.33, -1.06)
H (6.78, 2.57, 3.22)
H (7.24, 1.95, 1.81)
C (-1.23, 2.19, -3.73)
C (-1.71, 3.26, -4.67)
C (-1.25, 4.63, -4.16)
O (-1.83, 5.81, -4.70)
C (-3.22, 5.75, -4.81)
N (-1.08, 2.95, -5.99)
H (-1.35, 1.17, -4.12)
H (-1.79, 2.19, -2.78)
H (-0.17, 2.28, -3.48)
H (-2.81, 3.21, -4.70)
H (-0.19, 4.73, -4.39)
H (-1.38, 4.63, -3.07)
H (-3.64, 6.73, -5.01)
H (-3.67, 5.38, -3.87)
H (-3.67, 5.12, -5.58)
H (-1.67, 2.24, -6.42)
H (-1.22, 3.78, -6.57)
C (0.74, 4.45, -0.68)
C (0.74, 5.93, -1.00)
C (-0.51, 6.65, -0.51)
O (-1.68, 5.99, -0.98)
C (-2.70, 6.92, -1.33)
N (1.93, 6.55, -0.39)
H (1.64, 4.01, -1.11)
H (-0.19, 3.98, -1.00)
H (0.77, 4.34, 0.41)
H (0.81, 6.13, -2.07)
H (-0.50, 7.63, -1.00)
H (-0.57, 6.82, 0.57)
H (-2.32, 7.47, -2.19)
H (-3.10, 7.50, -0.50)
H (-3.58, 6.38, -1.68)
H (2.71, 5.91, -0.48)
H (2.15, 7.42, -0.86)
C (5.77, 5.67, 2.17)
C (4.62, 4.63, 2.19)
C (4.65, 3.75, 0.96)
O (4.25, 4.49, -0.18)
C (4.47, 3.71, -1.37)
N (4.86, 3.78, 3.36)
H (5.62, 6.33, 3.02)
H (5.67, 6.25, 1.25)
H (6.73, 5.15, 2.23)
H (3.71, 5.25, 2.21)
H (3.89, 2.95, 1.03)
H (5.65, 3.29, 0.92)
H (4.07, 2.70, -1.26)
H (5.55, 3.69, -1.53)
H (3.99, 4.24, -2.19)
H (4.92, 4.31, 4.22)
H (4.05, 3.14, 3.43)

Atom charges from the Mulliken analysis, given in e for atoms 1 to 6: -0.66 0.33 0.27 -0.56 0.18 0.33

=====

The energy of each structure relative to the most stable one, in hartree, is as follows: A) 0.0516; B) 0.0000.